{"formula": "C2H2ISSe4Sn", "method": "ωB97M-V with the def2-TZVPD basis set", "symbols": ["Sn", "Se", "Se", "Se", "Se", "I", "C", "H", "H", "S", "C"], "positions_angstrom": [[0.44640, -0.37080, 0.07040], [-0.53350, 0.17400, 3.41830], [-0.57350, -2.05720, 2.95300], [-2.27400, -2.40880, 1.47500], [-1.36330, -2.09770, -0.71380], [-1.30790, 1.90390, -2.51510], [-0.80050, 1.46800, -0.44700], [-1.76210, 1.43980, 0.06180], [-0.25640, 2.35110, -0.11850], [2.55540, 0.82860, -2.19420], [1.70410, -0.44310, -1.78290]], "nbo_charge": [0.835, -0.697, -0.102, -0.141, -0.520, -0.076, -0.972, 0.212, 0.192, -0.091, -0.640], "charge": -2, "max_force_ev_per_a": 0.9, "spin_multiplicity": 2, "gap_ev": [4.4, 4.8], "homo_ha": [0.002, -0.011]}

=====

{"formula": "C24H34FKN5O4", "method": "ωB97M-V with the def2-TZVPD basis set", "symbols": ["K", "C", "C", "C", "C", "C", "C", "C", "C", "N", "C", "C", "C", "C", "H", "H", "H", "H", "H", "H", "H", "H", "H", "H", "H", "H", "H", "H", "H", "H", "H", "H", "F", "C", "C", "N", "C", "C", "O", "O", "C", "O", "N", "C", "O", "H", "H", "H", "H", "C", "C", "N", "C", "C", "N", "C", "C", "H", "H", "H", "H", "H", "H", "H", "H", "H", "H", "H", "H"], "positions_angstrom": [[0.08372, 1.02466, -0.40973], [-4.75290, 2.12419, 0.61214], [-3.58183, 2.87279, 1.20231], [-3.78037, 4.13747, 1.76380], [-2.70526, 4.78738, 2.36416], [-2.89396, 6.13310, 3.02094], [-1.44918, 4.20581, 2.37854], [-1.16579, 2.96602, 1.73002], [-2.32137, 2.31408, 1.18602], [0.01012, 2.35272, 1.58774], [1.27463, 2.95900, 1.95651], [2.36404, 2.05581, 1.31549], [1.51957, 4.36338, 1.35855], [1.48292, 2.99253, 3.49395], [-5.68510, 2.41178, 1.09978], [-4.62262, 1.04706, 0.72747], [-4.86826, 2.33621, -0.45472], [-4.76632, 4.59026, 1.75335], [-3.92122, 6.48489, 2.91716], [-2.23470, 6.87683, 2.56848], [-2.65282, 6.08563, 4.08560], [-0.66701, 4.71898, 2.92066], [-2.17739, 1.32368, 0.75806], [2.62094, 2.42596, 0.31889], [1.97110, 1.04556, 1.20421], [3.27321, 2.02821, 1.91987], [1.26155, 4.34398, 0.29746], [2.57711, 4.62742, 1.45939], [0.93045, 5.13916, 1.84028], [0.95861, 2.15060, 3.95030], [1.08178, 3.90772, 3.93281], [2.54270, 2.93287, 3.75767], [-5.42823, 0.78147, -3.46966], [-4.60317, 1.79575, -3.79592], [-3.69169, 2.23391, -2.91118], [-2.85962, 3.28703, -3.17345], [-1.76384, 3.57880, -2.25069], [-0.65180, 2.47725, -2.27227], [0.49407, 2.84083, -1.96450], [-1.03435, 1.30436, -2.49685], [-2.87657, 3.91353, -4.40644], [-2.12160, 4.81020, -4.72666], [-3.84512, 3.44036, -5.27211], [-4.73824, 2.37994, -5.10439], [-5.50792, 2.06459, -5.99096], [-3.59432, 1.77657, -1.94057], [-2.14970, 3.61683, -1.22883], [-1.32907, 4.53562, -2.51010], [-3.86143, 3.88910, -6.17476], [1.38442, -1.00038, 3.15056], [2.18584, -1.71439, 4.27150], [2.94042, -2.84294, 3.71650], [3.84749, -2.34541, 2.68068], [3.03714, -1.65829, 1.54740], [1.60685, -1.68260, 1.86882], [1.17635, -3.07534, 1.99957], [2.00201, -3.78588, 3.10719], [1.68089, 0.04068, 3.04540], [0.31291, -1.01472, 3.35725], [1.52328, -2.10526, 5.04725], [2.89638, -1.03635, 4.74935], [4.42326, -3.19244, 2.29978], [4.54462, -1.64770, 3.14991], [3.17641, -2.17480, 0.59460], [3.34417, -0.62062, 1.42093], [1.30124, -3.56692, 1.03173], [0.11048, -3.07786, 2.23736], [2.57923, -4.62003, 2.70087], [1.35721, -4.17748, 3.89742]], "nbo_charge": [0.925, -0.623, -0.016, -0.352, 0.016, -0.627, -0.323, 0.198, -0.288, -0.764, 0.110, -0.612, -0.632, -0.626, 0.208, 0.207, 0.202, 0.188, 0.202, 0.208, 0.205, 0.180, 0.164, 0.216, 0.188, 0.193, 0.233, 0.187, 0.202, 0.209, 0.202, 0.185, -0.314, 0.183, 0.058, -0.404, -0.346, 0.738, -0.756, -0.802, 0.790, -0.633, -0.628, 0.594, -0.608, 0.246, 0.239, 0.252, 0.423, -0.266, -0.255, -0.422, -0.253, -0.260, -0.426, -0.253, -0.254, 0.224, 0.205, 0.193, 0.197, 0.191, 0.196, 0.193, 0.211, 0.194, 0.199, 0.192, 0.195], "charge": -1, "max_force_ev_per_a": 2.2, "spin_multiplicity": 1, "gap_ev": 5.5, "homo_ha": -0.126}

=====

{"formula": "C4H12N2", "method": "ωB97M-V with the def2-TZVPD basis set", "symbols": ["C", "C", "N", "H", "H", "H", "H", "H", "C", "N", "C", "H", "H", "H", "H", "H", "H", "H"], "positions_angstrom": [[3.55544, -1.69307, -1.89379], [2.77503, -0.95845, -2.70814], [1.39793, -1.20300, -2.87166], [2.95840, -2.36373, -1.27162], [4.47215, -1.25126, -1.47961], [3.27867, -0.10398, -3.25048], [0.91733, -2.00820, -2.48353], [0.83774, -0.39678, -2.60930], [-0.80505, 1.40263, 1.64765], [-1.85786, 0.50724, 2.22001], [-3.21394, 0.61312, 1.80683], [-0.00791, 0.76421, 1.28400], [-1.16524, 2.01092, 0.83579], [-0.52481, 2.11729, 2.42104], [-1.66594, 0.54613, 3.21073], [-3.52238, 1.66542, 1.54164], [-3.95036, 0.43735, 2.56876], [-3.47919, -0.08582, 1.03167]], "nbo_charge": [-0.512, 0.021, -0.851, 0.183, 0.212, 0.194, 0.380, 0.372, -0.415, -0.648, -0.412, 0.195, 0.188, 0.184, 0.358, 0.161, 0.202, 0.184], "max_force_ev_per_a": 2.1, "spin_multiplicity": 1, "gap_ev": 9.3, "smiles": "C=CN.CNC", "homo_ha": -0.311}

=====

{"formula": "C29H37Cl5F11LuN3OSSbSeSi2", "method": "ωB97M-V with the def2-TZVPD basis set", "symbols": ["Lu", "C", "N", "C", "C", "C", "N", "C", "C", "H", "H", "H", "H", "H", "H", "H", "H", "H", "H", "H", "H", "H", "H", "H", "H", "Cl", "C", "C", "C", "Cl", "C", "Cl", "C", "Cl", "C", "Cl", "C", "Si", "C", "C", "C", "C", "C", "C", "N", "C", "S", "H", "H", "H", "H", "H", "H", "H", "H", "H", "H", "H", "H", "F", "C", "C", "F", "C", "F", "C", "Se", "C", "F", "C", "F", "C", "Si", "C", "C", "O", "H", "H", "H", "H", "H", "H", "H", "H", "H", "F", "Sb", "F", "F", "F", "F", "F"], "positions_angstrom": [[-0.51204, -1.79306, -0.62364], [4.61489, -0.78868, 3.35254], [3.97059, -1.04983, 2.03562], [2.72045, -1.84607, 2.02189], [4.95635, -1.51313, 1.03776], [4.48420, -1.14044, -0.37267], [5.29945, -1.49673, -1.55722], [4.85008, -2.68724, -2.23968], [6.72844, -1.18381, -1.64524], [5.68207, -0.58228, 3.20258], [4.49417, -1.60245, 4.11091], [4.16184, 0.10484, 3.82757], [2.83361, -2.72252, 1.37778], [1.85042, -1.38196, 1.54442], [2.43361, -2.03553, 3.05976], [5.10390, -2.67857, 1.08997], [5.89722, -1.09749, 1.33399], [4.31625, -0.08503, -0.43183], [3.46685, -1.59998, -0.53449], [3.88268, -2.54254, -2.75050], [4.63651, -3.49969, -1.46570], [5.62523, -2.94916, -2.92211], [7.21993, -1.14548, -0.65332], [6.80260, -0.12689, -2.02440], [7.19546, -1.94629, -2.37307], [-4.22713, 4.30071, 1.17451], [-3.55608, 3.38261, 2.44500], [-3.21588, 2.05214, 2.33991], [-2.69260, 1.39083, 3.48733], [-2.88371, -0.28718, 3.64649], [-2.07822, 2.10409, 4.50948], [-1.02287, 1.35575, 5.62715], [-2.38621, 3.47135, 4.67056], [-2.00396, 4.37254, 6.06059], [-3.20943, 4.09458, 3.64929], [-3.87348, 5.66667, 3.90489], [-5.60713, -0.64792, -2.52380], [-5.74178, 0.88105, -1.45428], [-6.99380, 2.22422, -1.95635], [-6.00488, 0.16750, 0.31571], [-4.06584, 1.75592, -1.60959], [-3.73363, 2.38767, -2.76976], [-2.60906, 3.20170, -2.82743], [-1.79302, 3.29801, -1.70209], [-2.16033, 2.76923, -0.51809], [-3.18123, 1.94150, -0.48862], [-3.21700, 0.89811, 0.96056], [-6.50346, -1.25488, -2.24655], [-4.76648, -1.30088, -2.35503], [-5.72730, -0.40336, -3.57653], [-6.98182, 2.43749, -3.02836], [-6.97840, 3.15202, -1.36005], [-8.00539, 1.75780, -1.84250], [-7.02457, -0.23455, 0.27981], [-5.85660, 0.97189, 1.07911], [-5.27971, -0.62520, 0.52277], [-4.23365, 2.08461, -3.69380], [-2.37525, 3.73500, -3.75704], [-0.81476, 3.72036, -1.73337], [2.11046, 7.99350, 1.44157], [2.58704, 6.99468, 2.26005], [3.84973, 6.38601, 2.48590], [4.74370, 7.08564, 3.14627], [3.81591, 5.01381, 2.19533], [4.87032, 4.16622, 2.06315], [2.52683, 4.50100, 2.43655], [2.44669, 2.72636, 2.52981], [1.58195, 5.21430, 3.07454], [0.58879, 4.71814, 3.94075], [2.03954, 6.54593, 3.48872], [1.97229, 6.92601, 4.75884], [0.18134, -5.96244, 0.10961], [0.36929, -5.09332, -1.60037], [-1.11750, -5.41834, -2.64748], [1.89069, -5.85158, -2.45784], [0.46237, -3.39459, -1.42949], [-0.48167, -6.85158, 0.09537], [-0.29410, -5.25984, 0.85315], [1.15164, -6.28353, 0.55887], [-1.63136, -6.37859, -2.53944], [-0.90337, -5.34939, -3.71550], [-1.91567, -4.73184, -2.57326], [1.78498, -6.96301, -2.57152], [2.86669, -5.64296, -2.01310], [1.95819, -5.43600, -3.48605], [0.16155, -0.14881, -1.49859], [-1.94753, -2.34277, -5.10286], [-2.49639, -1.59331, -1.05393], [-2.02047, -1.81356, -6.94244], [-2.25500, -4.20982, -5.42928], [0.03731, -2.55309, -5.31757], [-0.84438, -2.42457, 1.30938]], "mulliken_spin": [0.001, 0.002, -0.001, 0.002, 0.000, 0.001, 0.000, 0.000, 0.000, -0.001, -0.001, -0.001, 0.000, -0.001, 0.000, 0.000, 0.000, -0.002, 0.000, 0.000, 0.000, 0.000, 0.000, 0.000, 0.000, 0.000, 0.000, -0.002, 0.000, 0.000, 0.000, 0.000, 0.001, 0.000, 0.000, 0.000, 0.000, 0.000, 0.000, 0.000, 0.000, 0.000, 0.000, 0.000, 0.001, -0.001, 0.001, 0.000, 0.000, 0.000, 0.000, 0.000, 0.000, 0.000, 0.000, 0.000, 0.000, 0.000, 0.000, 0.061, 0.692, -0.087, 0.023, 0.227, 0.021, 0.186, -0.592, -0.063, 0.013, 0.463, 0.056, 0.000, 0.000, 0.000, 0.000, 0.000, 0.000, 0.000, 0.000, 0.000, 0.000, 0.000, 0.000, 0.000, 0.000, 0.000, 0.000, 0.000, 0.000, 0.000, 0.000, 0.000], "charge": -1, "max_force_ev_per_a": 6.2, "spin_multiplicity": 2, "gap_ev": [5.0, 4.7], "homo_ha": [-0.206, -0.206]}

=====

Looking at energy above the lowest of the compared OMol25 structures with the same formula, charge and spin for the records above, in order, we have 50.1, 108.6, 230.9, 533.9 kJ/mol.